(1)
{
  "formula": "C20H28N2O3S",
  "method": "ωB97M-V with the def2-TZVPD basis set",
  "e_above_lowest_ev": 1.5813,
  "charge": 0,
  "lumo_energy_ev": 0.630,
  "smiles": "CCOc1ccccc1N1CCN(C[C@@H](O)COCc2cccs2)CC1",
  "energy_ev": -41151.28160,
  "homo_lumo_gap_ev": 9.052,
  "symbols": ["C", "C", "H", "H", "O", "C", "C", "C", "C", "C", "C", "N", "C", "C", "N", "C", "C", "H", "H", "H", "H", "C", "H", "C", "O", "H", "C", "O", "C", "C", "C", "C", "C", "S", "H", "H", "H", "H", "H", "H", "H", "H", "H", "H", "H", "H", "H", "H", "H", "H", "H", "H", "H", "H"],
  "positions_angstrom": [[3.752, -0.286, -0.757], [3.737, 0.790, 0.317], [4.456, 0.541, 1.110], [4.014, 1.763, -0.115], [2.430, 0.851, 0.849], [2.184, 1.652, 1.926], [3.121, 2.514, 2.483], [2.792, 3.313, 3.566], [1.523, 3.266, 4.108], [0.585, 2.408, 3.560], [0.891, 1.594, 2.483], [-0.147, 0.749, 1.997], [-0.681, 1.162, 0.714], [-1.958, 0.378, 0.429], [-1.663, -1.043, 0.406], [-1.119, -1.439, 1.693], [0.169, -0.668, 1.961], [0.582, -0.955, 2.931], [0.896, -0.910, 1.172], [-0.904, -2.509, 1.676], [-1.838, -1.237, 2.507], [-2.803, -1.845, 0.007], [-3.496, -2.041, 0.842], [-2.365, -3.191, -0.601], [-3.477, -3.977, -0.943], [-3.864, -3.582, -1.736], [-1.478, -2.926, -1.822], [-2.300, -2.369, -2.834], [-1.585, -1.730, -3.870], [-1.031, -0.402, -3.457], [-1.696, 0.781, -3.356], [-0.881, 1.841, -2.901], [0.394, 1.448, -2.656], [0.622, -0.225, -2.973], [1.219, 2.038, -2.307], [-1.232, 2.848, -2.764], [-2.736, 0.891, -3.607], [-0.777, -2.381, -4.233], [-2.316, -1.587, -4.672], [-1.030, -3.861, -2.187], [-0.686, -2.231, -1.525], [-1.801, -3.775, 0.132], [-3.351, -1.304, -0.770], [-2.349, 0.671, -0.548], [-2.709, 0.623, 1.200], [-0.905, 2.231, 0.755], [0.039, 0.981, -0.100], [-0.413, 2.349, 3.966], [1.264, 3.890, 4.950], [3.538, 3.975, 3.978], [4.117, 2.578, 2.073], [3.028, -0.055, -1.533], [4.742, -0.350, -1.201], [3.494, -1.248, -0.323]],
  "lowdin_charge": [-0.06, -0.25, 0.13, 0.13, -0.07, -0.20, -0.02, -0.09, -0.09, -0.01, -0.18, -0.10, -0.15, -0.16, -0.16, -0.16, -0.15, 0.13, 0.12, 0.12, 0.13, -0.14, 0.13, -0.35, -0.01, 0.09, -0.16, -0.14, -0.22, -0.50, -0.13, -0.19, -0.41, 1.04, 0.07, 0.10, 0.12, 0.12, 0.13, 0.14, 0.09, 0.14, 0.13, 0.11, 0.13, 0.13, 0.10, 0.12, 0.10, 0.10, 0.10, 0.03, 0.08, 0.08]
}

(2)
{
  "formula": "C20H28N2O4S",
  "method": "ωB97M-V with the def2-TZVPD basis set",
  "e_above_lowest_ev": 20.4787,
  "charge": 0,
  "lumo_energy_ev": -0.219,
  "energy_ev": -43180.60362,
  "homo_lumo_gap_ev": 7.193,
  "symbols": ["C", "C", "O", "C", "C", "H", "H", "C", "N", "C", "N", "C", "C", "H", "H", "C", "C", "O", "C", "C", "C", "C", "C", "C", "H", "H", "O", "C", "C", "H", "O", "H", "H", "H", "H", "C", "H", "H", "C", "H", "H", "H", "H", "H", "S", "H", "H", "H", "H", "H", "H", "H", "H", "H", "H"],
  "positions_angstrom": [[-6.035, -3.672, 0.694], [-5.806, -2.338, -0.109], [-4.493, -1.700, -0.104], [-4.189, -1.256, 1.125], [-4.842, -0.029, 1.289], [-5.957, -0.044, 1.822], [-4.392, 0.487, 2.416], [-4.859, 1.084, 0.088], [-3.593, 1.151, -0.512], [-2.498, 1.839, 0.080], [-1.391, 2.011, -0.498], [-0.284, 2.578, -0.060], [1.057, 1.383, -0.150], [0.815, 0.715, 0.506], [1.861, 2.002, 0.365], [1.335, 1.252, -1.383], [1.998, -0.293, -1.543], [1.325, -1.069, -2.088], [3.341, -0.291, -0.954], [4.098, 0.644, -0.383], [5.255, 0.268, 0.070], [5.467, -0.968, 0.628], [4.704, -1.947, 0.110], [3.497, -1.682, -0.452], [2.874, -2.330, -1.195], [5.041, -3.062, 0.273], [6.707, -1.609, 1.173], [7.390, -0.179, 1.768], [7.372, 0.804, 0.948], [7.995, 1.648, 1.369], [6.172, 1.401, 0.436], [7.965, 0.502, -0.191], [8.371, -0.663, 2.111], [6.771, -0.162, 2.672], [3.929, 1.573, -0.714], [0.215, 1.648, -2.369], [0.327, 0.841, -3.473], [0.066, 2.506, -2.448], [-1.118, 1.043, -1.680], [-2.061, 1.243, -2.288], [-0.925, -0.140, -1.271], [2.036, 2.058, -1.603], [-0.084, 3.379, -0.459], [-0.460, 2.587, 1.108], [-2.909, 2.986, 1.287], [-3.141, 0.231, -0.948], [-5.458, 0.591, -0.501], [-4.987, 1.929, 0.547], [-4.419, -1.810, 1.885], [-3.289, -1.055, 1.110], [-6.150, -2.411, -1.218], [-6.658, -1.571, 0.258], [-5.152, -4.304, 0.129], [-7.009, -4.167, 0.532], [-5.828, -3.632, 1.798]],
  "lowdin_charge": [-0.09, -0.26, -0.12, -0.36, -0.16, 0.15, 0.17, -0.19, -0.02, -0.76, -0.18, -0.12, -0.14, 0.07, 0.15, -0.36, -0.30, 0.13, -0.11, 0.00, -0.13, -0.18, -0.04, 0.03, 0.15, 0.17, -0.08, -0.14, -0.30, 0.17, -0.04, 0.23, 0.17, 0.14, 0.11, -0.04, 0.22, -0.03, -0.05, 0.13, 0.19, 0.15, 0.04, 0.12, 0.62, 0.16, 0.06, 0.00, 0.08, 0.05, 0.14, 0.13, 0.12, 0.07, 0.07]
}

(3)
{
  "formula": "C20H28N2O5",
  "method": "ωB97M-V with the def2-TZVPD basis set",
  "e_above_lowest_ev": 1.8454,
  "charge": 0,
  "lumo_energy_ev": 0.598,
  "smiles": "CCC(CC)COC(=O)C1=C(C)NC(=O)N[C@@H]1c1cc(OC)ccc1OC",
  "energy_ev": -34412.98335,
  "homo_lumo_gap_ev": 8.558,
  "symbols": ["C", "H", "C", "H", "H", "C", "C", "H", "H", "O", "C", "O", "C", "C", "N", "C", "O", "N", "H", "C", "C", "C", "C", "C", "C", "C", "O", "C", "H", "H", "H", "H", "H", "O", "C", "H", "H", "H", "H", "H", "H", "C", "H", "H", "H", "C", "C", "H", "H", "H", "H", "H", "H", "H", "H"],
  "positions_angstrom": [[-6.054, -0.850, -0.576], [-6.124, -1.418, 0.349], [-5.004, 0.248, -0.453], [-4.891, 0.755, -1.414], [-5.363, 0.983, 0.269], [-3.632, -0.252, 0.010], [-3.019, -1.169, -1.059], [-3.654, -2.041, -1.229], [-2.883, -0.618, -1.995], [-1.757, -1.679, -0.638], [-0.659, -1.135, -1.199], [-0.707, -0.343, -2.113], [0.595, -1.557, -0.572], [0.762, -2.579, 0.295], [1.998, -2.786, 0.859], [3.169, -2.132, 0.484], [4.233, -2.445, 0.972], [3.011, -1.200, -0.474], [3.840, -0.686, -0.728], [1.747, -0.635, -0.910], [1.503, 0.729, -0.287], [1.062, 0.818, 1.025], [0.779, 2.050, 1.600], [0.940, 3.199, 0.831], [1.396, 3.121, -0.469], [1.696, 1.889, -1.043], [2.187, 1.725, -2.305], [2.194, 2.834, -3.169], [2.519, 2.450, -4.135], [1.195, 3.269, -3.270], [2.897, 3.604, -2.834], [1.515, 4.033, -1.030], [0.705, 4.154, 1.274], [0.331, 2.233, 2.877], [0.148, 1.098, 3.687], [-0.206, 1.475, 4.645], [1.087, 0.554, 3.837], [-0.602, 0.421, 3.265], [0.937, -0.097, 1.583], [1.787, -0.496, -1.997], [2.131, -3.561, 1.493], [-0.298, -3.542, 0.720], [-0.959, -3.075, 1.448], [-0.909, -3.836, -0.128], [0.148, -4.428, 1.167], [-2.679, 0.913, 0.310], [-3.075, 1.732, 1.533], [-3.987, 2.296, 1.359], [-3.233, 1.083, 2.393], [-2.284, 2.437, 1.777], [-1.677, 0.512, 0.481], [-2.618, 1.563, -0.565], [-3.758, -0.841, 0.927], [-5.822, -1.536, -1.386], [-7.028, -0.411, -0.780]],
  "lowdin_charge": [-0.10, 0.08, -0.22, 0.12, 0.10, -0.31, -0.13, 0.13, 0.13, -0.02, -0.44, 0.12, -0.05, -0.22, 0.16, -0.54, 0.07, 0.16, 0.16, -0.18, -0.09, 0.04, -0.28, 0.00, 0.00, -0.22, -0.09, -0.08, 0.09, 0.10, 0.09, 0.11, 0.12, -0.10, -0.09, 0.10, 0.10, 0.09, 0.12, 0.15, 0.15, 0.00, 0.09, 0.09, 0.08, -0.21, -0.09, 0.06, 0.08, 0.06, 0.09, 0.13, 0.15, 0.06, 0.07]
}

Q: charge of number 3 (C20H28N2O5)?
A: 0